The following is a DFT calculation (wB97M-V/def2-TZVPD) of an isolated ion of composition C10H11N2O3 and charge -1 in a non-equilibrium geometry.

Geometry as XYZ:
```
26
Properties=species:S:1:pos:R:3
O 3.7965 2.0415 4.2867
O 4.7007 1.5064 1.5355
O 2.1530 3.1685 3.3054
C 3.1902 2.4321 3.2588
C 3.6296 2.0740 1.8377
C 1.6511 0.3647 -0.3540
C 0.3152 1.9360 0.8798
C 0.5124 -0.3974 -0.5598
C -0.8222 1.1436 0.6886
C 1.5798 1.5580 0.4165
C -0.7674 -0.0616 -0.0345
N -1.9070 -2.1886 0.5042
N -1.9843 -1.6138 -1.5595
C 2.7552 2.4249 0.6379
C -2.0039 -0.9814 -0.2476
H 2.6306 0.0212 -0.6891
H 0.2278 2.8549 1.4687
H 0.6906 -1.3288 -1.0009
H -1.7545 1.4871 1.1215
H -1.2151 -2.7858 0.1482
H -1.6832 -1.9854 1.4801
H -2.6009 -2.3993 -1.6314
H -2.1452 -0.9042 -2.2899
H 3.4046 2.4183 -0.2547
H 2.3555 3.4753 0.8432
H -2.9505 -0.5015 -0.0327
```

2S+1: 1
LUMO energy in eV: 2.96
Charge: -1
Calculated total energy in eV: -19672.3286
Gap between HOMO and LUMO in eV: 7.48
Relative energy (zero: lowest compared OMol25 entry of this formula, charge and spin) in eV: 0.000

Okay, here come the Löwdin numbers, in e, for every atom: -0.05 0.04 -0.08 -0.65 -0.27 -0.02 -0.03 -0.05 -0.05 -0.22 -0.16 0.02 0.02 -0.11 -0.45 0.11 0.11 0.08 0.10 0.05 0.09 0.06 0.09 0.12 0.14 0.12